Density functional theory data (ωB97M-V/def2-TZVPD) for a structure of composition C3H4N2O.

Output
Electronic energy: -301.301262 Ha
Gap between HOMO and LUMO: 9.094 eV
LUMO: 0.01 eV
Molecular weight: 84.1 g mol⁻¹
HOMO energy: -9.087 eV
Energy relative to the best compared isomer or geometry (same formula, charge and spin): 116.7 kcal per mole

```
10
C3H4N2O | the OMol25 dataset | ωB97M-V/def2-TZVPD
O 2.179 -0.380 -0.397
C 0.786 -0.092 -0.152
C 0.706 -1.385 0.245
N -1.765 -0.075 0.195
C -1.135 1.025 0.023
N 0.240 1.053 -0.202
H 2.720 0.009 0.314
H 0.620 -2.249 -0.400
H -2.761 0.072 0.352
H -1.590 2.024 0.024
```